Here is 2 unconnected molecules or ions with the total composition H5NS2 from the OMol25 dataset. Energies are from ωB97M-V/def2-TZVPD.

Geometry as ORCA input:
```
! wB97M-V def2-TZVPD RIJCOSX def2/J DEFGRID3
* xyz 0 1
N 1.82 -0.29 -0.53
H 1.39 0.50 -0.06
H 1.19 -1.06 -0.35
H 2.68 -0.50 -0.06
S -1.68 0.97 -0.70
S -2.63 0.08 0.92
H -1.06 -0.16 -1.07
H -1.72 0.45 1.85
*
```

Its SMILES is SS.N. The HOMO energy comes out at -9.7451 eV. The HOMO-LUMO gap is 10.08 eV. The total energy is -854.11369 a.u.

Löwdin population analysis, charges in e, atoms 1 to 4: number 1, N, carries 0.006; number 2, H, carries -0.013; number 3, H, carries -0.005; number 4, H, carries -0.001